C34H38N3OP2STi as an isolated structure. Source: the Open Molecules 2025 dataset; level of theory: wB97M-V/def2-TZVPD.

Geometry (Å):
Ti: -0.1873 0.8833 1.3490
S: 2.1556 0.5654 1.6232
P: -0.6096 0.5922 -1.2120
P: 1.6209 -2.1965 -0.9167
O: 1.1497 3.5636 1.1420
N: 3.5151 -1.4841 2.5502
N: 2.1416 -0.3952 4.1458
N: 0.1211 2.9448 0.4632
C: -0.5107 3.6424 -0.3944
C: -1.9274 -2.1616 -3.9538
C: -1.8871 -0.5476 2.5189
C: -0.5598 1.0416 3.7787
C: -4.0257 2.5517 -2.5040
C: -1.6895 3.1846 -1.1455
C: 1.3942 -3.5550 0.2992
C: -2.5102 -2.9640 -1.7641
C: 3.5286 -2.1971 4.8211
C: -2.5291 -3.1147 -3.1440
C: 3.4488 -2.0682 -0.9112
C: 3.9552 -2.2915 3.5093
C: 1.4424 2.3382 -4.3162
C: -1.9011 -1.8535 -1.1992
C: 2.0464 1.0953 -1.9060
C: -2.6173 4.1755 -1.4574
C: -2.6608 0.4906 1.9735
C: -0.8543 -0.2774 3.4247
C: -1.9074 1.8567 -1.5538
C: 3.0650 1.5770 -2.7165
C: 0.7169 1.2215 -2.3014
C: -1.2592 2.0847 3.1756
C: -2.3048 1.8087 2.2771
C: -3.0850 1.5644 -2.2309
C: 2.5917 -1.2134 5.1021
C: -1.3108 -0.8844 -2.0049
C: -3.7918 3.8616 -2.1255
C: 2.6280 -0.5555 2.9139
C: 0.4219 1.8622 -3.5082
C: 1.3763 -3.1340 -2.4775
C: -1.3168 -1.0514 -3.3877
C: 2.0391 -1.0089 6.4797
C: -3.8405 0.1946 1.0928
C: 2.7659 2.1915 -3.9222
H: -4.7374 0.6530 1.5113
H: 1.5767 -2.4822 -3.3300
H: 3.7797 -1.6593 0.0439
H: -0.2612 -1.0802 3.8384
H: 2.2611 0.0029 6.8204
H: 2.0093 -4.4241 0.0544
H: 3.7778 -1.4051 -1.7131
H: 1.2050 2.8268 -5.2522
H: -0.2145 4.6816 -0.5502
H: 0.3419 -3.4736 -2.5512
H: 4.6787 -3.0419 3.2089
H: -0.9931 3.1090 3.3970
H: 2.2841 0.6312 -0.9591
H: -4.0120 -0.8766 1.0087
H: 3.9073 -3.0486 -1.0622
H: -2.1253 -1.5744 2.2723
H: 0.2736 1.2310 4.4389
H: 4.0943 1.4761 -2.3970
H: -2.9613 -3.7165 -1.1301
H: -1.9255 -2.2859 -5.0287
H: 1.2635 4.4581 0.7797
H: -3.2694 0.5517 -2.5652
H: 0.9532 -1.1198 6.4710
H: 2.0390 -4.0006 -2.5350
H: -2.8566 2.6237 1.8245
H: -2.4213 5.2010 -1.1675
H: -0.8372 -0.3216 -4.0266
H: -4.9334 2.2932 -3.0333
H: -1.8585 -1.7467 -0.1216
H: 2.4564 -1.7196 7.1896
H: 0.3466 -3.8626 0.3182
H: -4.5099 4.6371 -2.3541
H: 1.6730 -3.1977 1.2919
H: -3.7034 0.6020 0.0916
H: 3.9051 -2.8572 5.5888
H: -0.6070 1.9954 -3.8203
H: 3.5627 2.5647 -4.5524
H: -3.0004 -3.9822 -3.5869

## Properties
- total charge = +1
- spin multiplicity = 3
- <S²> = 2.008
- frontier orbital gap (spin up / spin down) (eV) = 6.928 / 6.923
- relative energy (zero: lowest compared OMol25 entry of this formula, charge and spin) (kJ/mol) = 89.7

C34H38N6O6P2Re as an isolated structure at a distorted geometry. Source: the Open Molecules 2025 dataset; level of theory: wB97M-V/def2-TZVPD.

Geometry (Å):
Re: 0.0712 0.0202 -0.2561
P: 1.3506 -1.1385 -8.2151
P: -1.8235 -0.6797 -7.8554
O: -0.1469 -3.2056 6.7447
O: -0.3405 -1.7177 8.3433
O: -1.1186 -1.9460 1.9513
O: -0.6551 0.2447 1.6239
O: -1.7919 2.7504 7.3267
O: -2.1695 3.3750 5.2582
N: -1.8337 2.5146 6.0973
N: 2.0773 -2.4064 -9.2348
N: -2.0508 1.0682 -7.6623
N: -0.4225 -2.0536 7.1403
N: 2.7876 -0.1156 -8.2256
N: -3.4733 -1.0295 -8.3671
C: -0.8542 -1.0669 6.1774
C: -1.0833 -0.6394 -9.5711
C: 0.2124 0.0236 -3.3304
C: -4.3347 -0.3198 -9.2147
C: -1.8067 1.7165 -6.4433
C: -1.1458 -0.4220 3.8360
C: -0.9754 -0.7925 2.3605
C: -1.4837 1.1881 5.6439
C: -1.1789 0.5875 -3.0324
C: 4.3553 1.3366 -7.4546
C: 1.5417 -1.3046 0.5492
C: 1.4893 1.0497 -1.2978
C: 2.1950 -3.7445 -8.8236
C: 2.8768 -3.6059 -10.9892
C: 4.5077 1.2163 -8.8770
C: -4.0314 -2.3073 -8.1719
C: -1.4665 0.8797 4.2590
C: -0.2915 2.8906 -1.2428
C: -2.2986 2.0574 -8.6145
C: 0.4070 -0.2588 -9.5637
C: 2.6872 -4.4978 -9.8828
C: 1.0407 -0.1306 -2.0656
C: -0.8927 -1.3999 4.8054
C: -1.1742 0.2233 6.6076
C: 3.5239 0.3448 -9.3217
C: -5.4376 -1.1097 -9.5014
C: -5.2434 -2.3702 -8.8397
C: -2.2455 3.3041 -8.0057
C: 3.2928 0.5235 -7.0806
C: -1.9254 3.0873 -6.6271
C: -1.1344 1.7418 -0.7121
C: 2.4827 -2.3470 -10.5704
C: -1.5141 0.6123 -1.5361
C: 1.1077 2.4623 -1.7283
H: -1.2950 1.5915 -3.4680
H: -0.6751 -2.4217 4.5123
H: 2.5139 0.9635 -0.9034
H: -0.1996 3.6411 -0.4417
H: -2.4089 4.2538 -8.4956
H: 0.5322 0.8208 -9.3880
H: -1.7851 3.8522 -5.8730
H: -4.1044 0.6798 -9.5382
H: -1.1803 0.4724 7.6654
H: 1.9170 -4.0285 -7.8188
H: 2.8427 0.3330 -6.1179
H: -0.8259 3.4084 -2.0508
H: -2.5010 1.8028 -9.6441
H: 2.8821 -5.5604 -9.8887
H: 1.0396 -2.2888 0.6333
H: -2.4596 0.1152 -1.2665
H: 0.1155 -0.9678 -3.7961
H: 3.2416 -3.8455 -11.9789
H: 5.2345 1.7068 -9.5069
H: 1.8538 3.1356 -1.2853
H: 2.4649 -1.3780 -0.0506
H: 4.9491 1.9685 -6.8094
H: -1.6417 0.0493 -10.2212
H: -6.2827 -0.8148 -10.1058
H: 0.7233 0.6492 -4.0760
H: -1.9482 -0.0126 -3.5380
H: 3.3002 0.0275 -10.3224
H: -1.5791 1.1297 -5.5640
H: 1.7363 -0.9778 -2.1051
H: -1.8428 2.0384 0.0743
H: 0.8364 -0.4734 -10.5517
H: 1.7730 -0.9754 1.5826
H: 2.4512 -1.4289 -11.1359
H: -1.2282 -1.6524 -9.9839
H: -5.9222 -3.2099 -8.8633
H: -3.5029 -3.0337 -7.5735
H: -1.6853 1.6499 3.5257
H: 1.1968 2.5903 -2.8161

## Properties
- total charge = +2
- spin multiplicity = 4
- <S²> = 3.807
- frontier orbital gap (spin up / spin down) (eV) = 3.639 / 2.197
- relative energy (zero: lowest compared OMol25 entry of this formula, charge and spin) (kJ/mol) = 0.0

C34H39AuN2O4 as an isolated structure at a distorted geometry. Source: the Open Molecules 2025 dataset; level of theory: wB97M-V/def2-TZVPD.

Geometry (Å):
Au: -2.5003 -2.2668 -0.7623
O: 2.6037 2.3506 -0.9822
O: -3.5676 -1.3566 4.3784
O: -4.6855 -3.5683 0.7440
O: 0.5147 0.5619 2.6989
N: 2.4708 1.7850 2.4151
N: 1.2329 1.2783 0.5771
C: 6.3042 0.3952 1.6152
C: -1.9270 -1.8291 2.5959
C: 1.2896 1.1493 1.9575
C: 5.4369 2.6751 0.2657
C: 3.1352 4.0410 1.6497
C: 5.0126 0.8877 1.8259
C: -3.2295 -1.0944 2.9563
C: 2.2651 2.0550 0.1804
C: 2.2254 6.2551 1.2349
C: -2.8922 -0.0776 -1.4598
C: -1.8597 0.3851 -2.3723
C: 0.2182 -2.7038 -1.9814
C: 1.5064 -1.4311 -0.5840
C: 3.1475 2.5239 1.3900
C: 3.2611 6.8385 1.9632
C: -0.9516 1.1592 -1.6466
C: 0.6461 -2.1934 0.2306
C: 4.1338 4.6259 2.4495
C: -1.5239 1.4163 -0.3474
C: -1.2711 -2.1059 3.9791
C: -7.1093 -2.9685 0.7163
C: -4.5696 -4.1952 2.0839
C: 4.5788 2.0294 1.1657
C: -6.3854 -5.1502 -0.2621
C: 2.1540 4.8638 1.0980
C: -0.2823 -2.9531 -0.6238
C: -2.3533 -1.7207 5.0601
C: 4.2014 6.0182 2.5949
C: 1.2484 -1.7654 -1.9501
C: -6.0681 -4.0683 0.7497
C: -6.0015 -4.7223 2.1527
C: 7.1583 1.0291 0.7101
C: 6.7303 2.1916 0.0591
C: -2.7782 0.7814 -0.2967
H: 0.0320 1.5147 -1.9700
H: 1.3366 4.4218 0.5367
H: 5.1059 3.5722 -0.2582
H: 6.6095 -0.4951 2.1605
H: -6.1406 -5.8109 2.1273
H: -1.8315 0.2045 -3.4405
H: -6.6276 -4.1847 2.8801
H: -3.5325 0.8860 0.4849
H: -1.0704 1.9674 0.4840
H: -2.6420 -2.5333 5.7611
H: -8.1061 -3.4080 0.8891
H: -0.9442 -3.1692 4.0488
H: 2.3077 -0.7770 -0.2776
H: 1.4596 6.8737 0.7773
H: -7.3749 -5.5839 -0.0275
H: -3.8018 -4.9814 2.0489
H: 8.1581 0.6297 0.5311
H: -1.2556 -1.2173 1.9710
H: -0.3340 -1.5224 4.0212
H: 4.8784 3.9917 2.9427
H: -6.9239 -2.2038 1.4771
H: -5.6622 -5.9714 -0.2216
H: 1.7998 -1.3523 -2.7960
H: 0.7010 -2.2552 1.3164
H: -4.3276 -3.4600 2.8729
H: -4.0861 -1.4281 2.3285
H: -3.0598 -0.0110 2.7748
H: -7.1081 -2.4815 -0.2662
H: 2.5147 1.9863 3.4086
H: 4.3322 0.4145 2.5319
H: -0.2360 -3.1329 -2.8637
H: 3.3210 7.9215 2.0637
H: 4.9944 6.4596 3.2071
H: 7.4093 2.7210 -0.6089
H: -0.7473 -3.9084 -0.3259
H: -2.1145 -2.7564 2.0335
H: -3.7812 -0.6140 -1.8090
H: -6.4148 -4.7536 -1.2737
H: -2.0677 -0.8382 5.7126

## Properties
- spin multiplicity = 3
- <S²> = 2.037
- frontier orbital gap (spin up / spin down) (eV) = 6.608 / 3.777

C34H39BCsF5N12OSSi as an isolated structure at a distorted geometry. Source: the Open Molecules 2025 dataset; level of theory: wB97M-V/def2-TZVPD.

Geometry (Å):
Cs: -0.5806 -1.3548 0.5366
S: 4.0065 -0.6956 -0.5582
Si: -1.2255 2.3815 -2.9036
F: -5.2988 -2.9194 -1.2501
F: -1.4853 -1.7392 -4.9577
F: -5.8838 -3.0464 -3.8645
F: -0.8770 -1.5763 -2.3422
F: -4.0046 -2.4693 -5.7665
O: -2.7400 -2.1817 -0.4219
N: 1.3291 -3.4275 -1.7771
N: -0.8468 -1.6179 3.6814
N: 2.6954 1.3864 0.4316
N: 1.2321 0.2387 3.9883
N: -0.3501 1.1499 5.6616
N: 1.8817 0.2092 2.8023
N: -0.4665 1.9868 3.2485
N: -1.2244 -0.3300 3.8557
N: -1.2788 1.9069 2.1673
N: 0.1585 1.3292 -2.9647
N: 0.4070 2.1268 6.2024
N: 1.2403 -4.0998 1.0676
C: -0.4660 4.0053 2.3593
C: -3.1018 -1.4687 3.6318
C: 2.0154 -1.1365 -5.7261
C: -2.4285 -2.0309 -4.0392
C: 0.7166 0.5645 -3.8844
C: 2.3310 -1.2101 -4.3685
C: 3.0553 -0.9564 4.3317
C: 3.9113 1.8848 -1.5082
C: 3.5099 0.9134 -0.5515
C: 0.1208 2.1341 7.4942
C: 1.3452 -4.7937 -1.2840
C: -4.6427 -2.6880 -3.4823
C: -4.3301 -2.6204 -2.1400
C: 1.0537 -0.2265 -6.1725
C: 1.7040 -0.3842 -3.4682
C: 0.4102 0.6007 -5.2841
C: -0.8259 1.1475 7.8159
C: -2.1274 -1.9623 -2.6952
C: 2.2931 2.6674 0.5540
C: 3.5084 3.1846 -1.4094
C: -2.5687 -0.2168 3.8267
C: -1.2824 3.1197 1.6352
C: 2.9793 -0.5093 3.0055
C: -2.0660 2.8065 -4.5345
C: -3.6974 -2.3954 -4.4530
C: -3.0464 -2.2554 -1.6565
C: -0.6726 3.9930 -2.1342
C: -1.9731 -2.3015 3.5467
C: -2.4601 1.4902 -1.8425
C: 0.0381 3.2306 3.3806
C: 2.6867 3.6079 -0.3480
C: 1.9966 -4.8662 0.0891
C: -1.0945 0.5411 6.6091
C: 1.9157 -0.4564 4.9154
B: -0.1961 0.7726 4.1632
H: -1.9327 -3.3643 3.3618
H: -1.2487 0.9103 8.7765
H: 0.6945 3.4623 4.2019
H: 2.3870 0.7605 1.1876
H: -1.5083 4.6946 -2.0756
H: 2.5089 -1.7897 -6.4343
H: -0.2846 3.8361 -1.1283
H: -4.1380 -1.7338 3.5174
H: 4.5492 1.5477 -2.3117
H: 0.6052 2.8464 8.1440
H: 0.3085 -5.1383 -1.2039
H: -1.8826 3.3102 0.7589
H: 2.1314 -5.9233 0.3594
H: -0.2835 5.0502 2.1745
H: 2.2663 -3.0500 -1.8645
H: 3.8280 -1.5445 4.7950
H: 0.3624 -4.5541 1.2982
H: 3.6656 -0.6699 2.1870
H: 1.9309 -0.4470 -2.4133
H: 0.1175 4.4555 -2.7303
H: -3.0373 0.7478 3.9216
H: -2.5230 1.9345 -5.0059
H: 3.0734 -1.9167 -4.0180
H: -2.8409 0.6108 -2.3678
H: -0.3428 1.2907 -5.6337
H: -1.3787 3.2675 -5.2467
H: -3.3194 2.1350 -1.6324
H: 2.3562 4.6296 -0.2457
H: 0.8668 -3.3430 -2.6725
H: 1.5385 -0.5417 5.9204
H: 0.8061 -0.1821 -7.2257
H: 2.9961 -4.4257 0.0262
H: -2.0618 1.1470 -0.8889
H: 3.8318 3.8991 -2.1568
H: 1.8623 -5.5069 -1.9446
H: 1.6532 2.8659 1.4036
H: 1.7505 -3.9607 1.9304
H: -2.8641 3.5282 -4.3361
H: -1.7437 -0.2811 6.3599

## Properties
- total charge = -1
- spin multiplicity = 2
- <S²> = 0.798
- frontier orbital gap (spin up / spin down) (eV) = 6.968 / 5.745
- relative energy (zero: lowest compared OMol25 entry of this formula, charge and spin) (kJ/mol) = 70.4

A 5-piece molecular cluster, C34H39Br2IO9 overall at a distorted geometry. Source: the Open Molecules 2025 dataset; level of theory: wB97M-V/def2-TZVPD.

Geometry (Å):
I: -4.2306 -0.3381 2.9918
Br: 1.2458 -1.5495 1.8552
Br: 0.5511 -4.4975 -1.6438
O: 2.7890 -6.3438 -0.0737
O: -1.4943 -1.9114 -1.5143
O: -3.9858 2.6100 2.7011
O: -2.7491 7.0906 0.8389
O: 0.3761 3.8375 2.4962
O: -6.2240 4.1037 -0.9559
O: -2.1920 5.1027 -0.0589
O: 7.9037 -6.0985 0.2871
O: 0.4894 2.4024 -3.2505
C: 7.5885 -5.3325 1.1679
C: 3.1873 -7.2336 -0.7895
C: 0.9535 -2.9989 -0.5553
C: 3.3226 -0.4557 -1.8724
C: 1.3953 1.8903 1.5882
C: -2.7854 2.9011 -0.6431
C: -2.1516 5.3943 2.3882
C: 2.4843 0.5695 -2.2271
C: 8.5853 -4.8658 2.2009
C: 2.3383 -8.4450 -1.0863
C: -2.8014 0.4992 -0.4413
C: -3.3664 1.7299 -0.2029
C: -7.0622 4.9673 -1.1012
C: -0.9151 -0.8480 -1.3976
C: 1.4295 -1.7208 -1.1664
C: 1.4079 4.1625 0.3808
C: 1.1408 0.4338 -2.0512
C: 0.2178 1.5629 -2.4151
C: -1.6258 2.8065 -1.3806
C: 0.5763 -0.7155 -1.5399
C: -2.4060 5.9460 1.0051
C: -1.6277 0.4457 -1.1342
C: -8.5321 4.6653 -0.9620
C: -6.6793 6.3883 -1.4280
C: -1.0556 1.5924 -1.6172
C: 0.8460 -3.0898 0.7649
C: 6.1805 -4.8027 1.2810
C: 2.7847 -1.5905 -1.3271
C: -4.6641 1.7489 0.6025
C: 4.5540 -7.1759 -1.4219
C: 0.9983 3.3463 1.5815
C: -4.2664 1.6225 2.0824
C: -3.3464 4.2768 -0.3510
C: 0.4315 -4.3127 1.5350
H: 8.6906 -3.7808 2.1545
H: -1.1605 3.7107 -1.7514
H: -5.2064 2.6705 0.4317
H: 5.5764 -5.2159 0.4805
H: -1.7938 4.3721 2.3330
H: 2.1520 -8.5159 -2.1591
H: 4.3957 -0.3915 -1.9927
H: 2.8429 -9.3485 -0.7406
H: -3.0594 5.4400 2.9882
H: 5.0453 -6.2557 -1.1247
H: 2.4952 4.1685 0.2867
H: 2.4822 1.7992 1.5455
H: 5.1559 -8.0222 -1.0877
H: 1.3855 -8.3537 -0.5687
H: -3.9274 4.2186 0.5689
H: 1.3330 -4.8111 1.8986
H: -5.3015 0.9216 0.2882
H: -3.9012 4.7117 -1.1745
H: -9.0478 4.8858 -1.8977
H: -7.0296 7.0584 -0.6418
H: -5.5963 6.4685 -1.4984
H: -0.0976 -3.9725 2.4270
H: -8.9606 5.2632 -0.1563
H: 5.7467 -5.0963 2.2380
H: 2.8461 1.4920 -2.6643
H: 1.0592 5.1861 0.5025
H: 6.1833 -3.7147 1.1936
H: -3.2519 -0.4219 -0.0970
H: -1.3677 5.9712 2.8746
H: 8.2550 -5.1604 3.1982
H: 3.4398 -2.3966 -1.0236
H: -0.1824 -4.9743 0.9345
H: 0.9620 3.7439 -0.5237
H: 9.5524 -5.3222 2.0011
H: 4.4637 -7.1906 -2.5094
H: 1.0377 1.4230 2.5041
H: 0.9493 1.3772 0.7324
H: -8.6646 3.6112 -0.7271
H: -7.1171 6.6815 -2.3833

## Properties
- frontier orbital gap (eV) = 8.156
- SMILES = CC(=O)OCc1cc2c(cc1CC(=O)I)C(=O)c1c(cccc1/C(Br)=C(/C)Br)C2=O.CC(C)=O.CC(C)=O.CC(C)=O.CC(C)=O

| no. | electronic energy (Ha) |
| --- | --- |
| 1 | -3488.10442 |
| 2 | -2858.33518 |
| 3 | -1864.86761 |
| 4 | -3283.54522 |
| 5 | -7441.86557 |